C20H44AlBrCl3Cs2IO17PSi3 as an isolated structure, computed with wB97M-V/def2-TZVPD.

Calculated values
**Gap between HOMO and LUMO**: 0.9 eV
**Strongest force on any atom**: 12.09 eV/A
**Calculated total energy**: -7811.96076 Eh
**Charge**: -1
**Multiplicity**: 1

Each line ends with the Mulliken charge.
CARTESIAN COORDINATES (ANGSTROEM)
C 1.398 0.648 4.974  -1.380
C 1.341 1.643 3.821  0.319
Br 3.027 2.619 3.811  -0.113
C 1.138 0.844 2.511  -0.804
Si 0.002 1.724 1.325  -0.063
I 1.266 3.813 0.631  -0.143
C -1.582 2.404 2.051  -0.800
C -2.359 1.462 2.976  -0.594
O -1.759 0.179 3.117  -0.372
Si -2.874 -1.086 3.312  0.897
C -1.854 -2.678 3.354  -1.207
C -4.104 -1.243 1.904  -0.676
C -3.827 -0.938 4.939  -1.372
O -0.261 0.953 -0.080  0.067
Si -0.570 -0.731 0.045  0.626
C -0.116 -1.674 -1.487  -0.873
C 1.371 -2.072 -1.501  -0.824
C 2.326 -0.953 -1.169  0.226
O 2.192 0.189 -2.007  -0.489
H 0.418 0.241 5.200  0.326
H 2.008 -0.182 4.628  0.367
H 1.893 1.051 5.846  0.401
H 0.495 2.294 4.004  0.070
H 0.752 -0.114 2.813  0.139
H 2.115 0.709 2.060  0.906
H -2.224 2.652 1.212  0.422
H -1.357 3.324 2.584  0.444
H -3.384 1.346 2.629  0.450
H -2.421 1.927 3.960  0.207
H -0.802 -2.423 3.270  0.281
H -2.142 -3.312 2.523  0.308
H -1.954 -3.170 4.317  0.422
H -3.712 -2.018 1.220  -0.174
H -5.046 -1.584 2.331  0.434
H -4.261 -0.319 1.363  0.380
H -4.556 -0.136 4.876  0.313
H -4.377 -1.866 5.045  0.324
H -3.159 -0.798 5.782  0.342
H 0.129 -1.371 1.179  -0.199
H -2.009 -0.863 0.312  -0.230
H -0.360 -1.095 -2.381  0.523
H -0.731 -2.567 -1.533  0.378
H 1.507 -2.827 -0.729  0.383
H 1.634 -2.553 -2.437  0.416
H 2.287 -0.665 -0.117  -0.161
H 3.331 -1.339 -1.316  0.003
H 1.316 0.195 -2.415  0.325
O -2.963 -2.911 -0.455  -0.901
H -3.603 -2.419 -0.980  0.107
O -5.346 -4.984 -2.620  -0.477
C -5.521 -5.618 -1.634  0.499
O -6.723 -6.295 -1.518  -0.321
C -7.004 -7.221 -0.507  -1.060
C -7.507 -6.524 0.752  -1.205
C -4.553 -5.647 -0.480  -0.470
H -6.145 -7.875 -0.316  0.546
H -7.796 -7.860 -0.903  0.385
H -6.745 -5.863 1.180  0.397
H -7.779 -7.254 1.504  0.715
H -8.372 -5.903 0.520  0.314
H -4.712 -4.768 0.147  0.089
H -3.541 -5.591 -0.868  0.292
H -4.615 -6.558 0.124  0.201
Cs -6.570 -8.345 1.996  0.728
Al 1.403 4.843 -1.869  0.564
O 4.853 6.163 -6.362  -0.429
P 3.848 6.624 -5.314  0.817
O 4.381 6.344 -3.908  -0.503
O 2.514 5.890 -5.455  -0.528
O 3.615 8.120 -5.513  -0.510
C 0.962 0.904 9.215  0.019
Cl 0.128 0.356 10.745  -0.454
Cl 1.688 -0.458 8.362  -0.123
Cl -0.196 1.781 8.168  -0.264
H 1.756 1.591 9.490  0.376
O 2.619 -0.286 -5.124  -0.671
H 1.985 0.360 -5.449  0.288
H 2.468 -0.319 -4.170  0.400
Cs -1.516 2.130 10.948  0.726
C 7.718 7.552 -8.175  -0.265
C 6.879 6.474 -8.813  -0.078
O 6.654 7.006 -10.133  -0.335
C 7.645 7.876 -10.411  0.677
O 7.843 8.361 -11.482  -0.558
O 8.391 8.130 -9.310  -0.350
H 8.437 7.166 -7.459  0.291
H 7.112 8.319 -7.693  0.255
H 7.413 5.526 -8.905  0.209
H 5.945 6.308 -8.288  0.194
C 6.256 -1.212 -2.009  0.811
O 5.713 -1.997 -1.209  -0.611
O 7.171 -1.553 -2.826  -0.526
O 5.958 0.023 -2.091  -0.487


A 4-piece molecular cluster, H8O4 overall, computed with wB97M-V/def2-TZVPD.

Calculated values
**Gap between HOMO and LUMO**: 12.6 eV
**Relative energy (zero: lowest compared OMol25 entry of this formula, charge and spin)**: 1.238 eV
**Strongest force on any atom**: 0.70 eV/A
**Calculated total energy**: -305.73370 Eh
**SMILES string**: O.O.O.O
**Multiplicity**: 1

Each line ends with the natural charge from an NBO analysis.
CARTESIAN COORDINATES (ANGSTROEM)
O -4.070 2.291 6.680  -0.937
H -3.577 1.698 6.104  0.469
H -4.543 1.714 7.298  0.469
O -3.716 -6.387 -6.422  -0.932
H -3.751 -6.073 -5.511  0.466
H -4.079 -7.279 -6.356  0.466
O 5.832 7.311 0.424  -0.936
H 6.448 7.910 -0.008  0.468
H 5.140 7.149 -0.222  0.468
O 2.068 -3.000 -0.702  -0.930
H 2.351 -3.778 -0.200  0.465
H 1.111 -3.136 -0.736  0.465


An isolated ion of composition C11H18N3 and charge +1, computed with wB97M-V/def2-TZVPD.

Calculated values
**Gap between HOMO and LUMO**: 9.3 eV
**Relative energy (zero: lowest compared OMol25 entry of this formula, charge and spin)**: 5.018 eV
**Strongest force on any atom**: 4.66 eV/A
**Calculated total energy**: -593.79735 Eh
**Charge**: +1
**Multiplicity**: 1

Each line ends with the natural charge from an NBO analysis.
CARTESIAN COORDINATES (ANGSTROEM)
C -0.851 1.675 -0.732  0.128
C 0.045 0.729 -0.610  0.149
C 3.139 -0.709 0.764  -0.425
C 2.099 -1.896 0.774  -0.496
C -2.016 -0.693 -0.161  -0.486
C 2.312 0.490 0.379  -0.245
C -1.301 0.244 -1.051  -0.257
C 0.836 -1.279 0.139  0.210
C -1.382 -2.063 -0.046  0.629
C -0.480 4.047 -0.041  -0.602
C -1.403 3.077 -0.809  -0.459
N 1.027 -0.027 -0.078  -0.394
N -1.248 -2.817 -1.160  -0.766
N -1.450 -2.816 1.105  -0.788
H 3.397 -0.662 1.846  0.234
H 3.922 -0.940 0.144  0.230
H 2.406 -2.712 0.218  0.238
H 1.906 -2.056 1.824  0.239
H -1.847 -0.383 0.851  0.219
H -3.014 -1.006 -0.328  0.257
H 1.952 1.168 1.191  0.209
H 2.722 1.291 -0.286  0.235
H -1.468 -0.095 -2.111  0.175
H -0.930 4.339 0.911  0.217
H -0.367 5.071 -0.546  0.230
H 0.449 3.635 0.198  0.202
H -1.244 3.272 -1.897  0.250
H -2.358 3.241 -0.377  0.252
H -0.802 -3.637 -1.183  0.389
H -1.038 -2.256 -1.937  0.396
H -1.376 -3.808 0.982  0.407
H -1.635 -2.423 2.026  0.422


C22H15HfN2O4S2 as an isolated structure, computed with wB97M-V/def2-TZVPD.

Calculated values
**Gap between HOMO and LUMO**: 5.9 eV
**Relative energy (zero: lowest compared OMol25 entry of this formula, charge and spin)**: 0.744 eV
**Strongest force on any atom**: 4.11 eV/A
**Calculated total energy**: -2101.93937 Eh
**Charge**: +1
**Multiplicity**: 1

Each line ends with the natural charge from an NBO analysis.
CARTESIAN COORDINATES (ANGSTROEM)
Hf 8.390 9.715 10.039  2.225
O 7.438 9.814 11.783  -0.603
N 7.586 8.384 11.913  -0.148
C 7.685 7.944 13.236  0.100
C 7.305 6.652 13.583  -0.244
C 6.916 5.777 12.570  -0.061
C 6.703 6.274 11.269  -0.237
C 7.079 7.545 10.892  0.027
S 7.107 7.860 9.175  -0.083
H 8.017 8.730 13.877  0.259
H 7.225 6.421 14.671  0.275
H 6.643 4.771 12.802  0.255
H 6.267 5.698 10.453  0.267
C 8.832 14.085 6.241  -0.203
C 9.382 12.741 6.265  -0.150
C 9.015 11.885 7.315  -0.232
C 7.964 12.243 8.219  0.074
C 7.415 11.311 9.146  -0.655
C 6.211 11.686 9.734  -0.138
C 5.716 12.976 9.715  -0.250
C 6.344 13.927 8.974  -0.100
C 7.415 13.588 8.149  -0.102
C 7.909 14.496 7.167  -0.170
H 9.091 14.729 5.377  0.235
H 10.034 12.414 5.501  0.229
H 9.501 10.908 7.439  0.201
H 5.668 10.956 10.303  0.211
H 4.795 13.164 10.284  0.234
H 6.038 14.995 8.900  0.229
H 7.509 15.530 7.220  0.227
O 14.882 11.607 9.741  -0.881
S 14.120 10.724 10.603  2.224
O 14.765 9.535 11.117  -0.888
N 12.704 10.228 9.703  -0.650
C 11.638 10.597 10.378  0.586
O 10.400 10.229 10.107  -0.862
C 11.824 11.401 11.596  -0.169
C 10.875 12.017 12.383  -0.176
C 11.294 12.705 13.511  -0.198
C 12.649 12.742 13.865  -0.174
C 13.614 12.229 12.973  -0.194
C 13.188 11.557 11.868  -0.214
H 9.802 11.947 12.125  0.211
H 10.515 13.092 14.162  0.228
H 13.040 13.030 14.853  0.239
H 14.665 12.297 13.200  0.244


A 12-piece molecular cluster, C48H94BrCl22N3O6P overall, computed with wB97M-V/def2-TZVPD.

Calculated values
**Gap between HOMO and LUMO**: 9.1 eV
**Strongest force on any atom**: 2.61 eV/A
**Calculated total energy**: -15540.37258 Eh
**Charge**: +1
**Multiplicity**: 1

Each line ends with the Mulliken charge.
CARTESIAN COORDINATES (ANGSTROEM)
C -1.903 -1.915 5.098  -0.917
C -3.181 -1.659 4.846  -0.636
C -3.724 -1.267 3.508  -0.546
C -2.766 -0.344 2.742  -0.974
C -2.646 1.061 3.321  -1.397
C -1.223 1.287 3.885  -1.060
C -0.314 2.071 2.903  -0.057
P 1.392 1.509 2.790  0.961
O 2.152 2.582 2.166  -0.753
O 1.589 0.175 1.898  -0.494
C 0.653 -0.019 0.835  0.462
C 0.747 1.032 -0.262  -1.229
O 1.978 1.210 4.235  -0.362
C 3.022 0.215 4.312  -0.346
C 4.283 0.575 3.555  -1.101
N -3.455 -0.487 1.420  0.076
C -2.909 0.303 0.309  -0.134
C -4.054 0.721 -0.617  -1.603
O -4.053 -0.064 -1.818  -0.052
C -3.479 0.668 -2.873  0.597
C -2.002 0.445 -3.076  -1.065
O -4.155 1.378 -3.556  -0.493
C -3.431 -1.851 1.310  -0.186
N -3.032 -2.497 0.265  0.172
O -2.967 -3.866 0.277  -0.108
C -3.164 -4.437 -1.041  -0.701
C -3.574 -5.873 -0.823  1.429
C -3.930 -6.551 -2.142  -2.008
C -2.613 -6.664 0.077  -0.940
C -1.369 -7.321 -0.578  0.793
C -0.644 -6.467 -1.608  -1.400
C -1.657 -8.738 -1.118  -1.856
N -3.834 -2.345 2.509  0.598
C -4.974 -3.288 2.544  -0.776
Br -6.312 -2.828 3.872  -0.017
C -4.593 -4.749 2.761  0.180
C -5.789 -5.640 2.377  -1.269
H -1.265 -2.569 4.520  0.336
H -1.459 -1.496 5.988  0.280
H -3.887 -1.754 5.658  0.475
H -4.592 -0.632 3.668  0.916
H -1.828 -0.894 2.684  0.847
H -3.301 1.080 4.180  0.476
H -2.908 1.814 2.593  0.955
H -0.761 0.323 4.071  0.461
H -1.289 1.766 4.849  0.648
H -0.259 3.089 3.271  0.106
H -0.772 2.148 1.930  0.009
H -0.338 -0.105 1.274  -0.668
H 0.861 -0.980 0.381  0.582
H -0.006 1.811 -0.205  0.251
H 0.706 0.582 -1.246  0.274
H 1.716 1.507 -0.188  0.556
H 2.664 -0.767 4.031  0.248
H 3.276 0.132 5.360  0.417
H 4.210 0.212 2.536  0.278
H 5.147 0.079 3.973  0.402
H 4.438 1.641 3.479  0.301
H -2.161 -0.229 -0.276  0.509
H -2.453 1.212 0.676  0.248
H -4.996 0.620 -0.097  0.465
H -3.982 1.773 -0.870  0.474
H -1.810 0.487 -4.136  0.466
H -1.490 1.246 -2.554  0.236
H -1.732 -0.514 -2.653  0.227
H -2.733 -2.019 -0.578  0.212
H -2.293 -4.342 -1.682  0.291
H -3.998 -3.939 -1.534  0.043
H -4.506 -5.802 -0.273  0.090
H -3.326 -6.229 -2.980  0.320
H -3.965 -7.623 -2.054  0.401
H -4.947 -6.251 -2.383  0.528
H -3.197 -7.471 0.511  0.478
H -2.249 -6.075 0.912  0.309
H -0.665 -7.478 0.233  0.528
H 0.073 -7.112 -2.106  0.551
H -0.057 -5.666 -1.168  0.265
H -1.279 -6.074 -2.391  0.004
H -2.333 -9.199 -0.407  0.356
H -0.726 -9.278 -1.056  0.506
H -2.055 -8.726 -2.117  0.337
H -5.473 -3.237 1.584  0.598
H -3.694 -5.018 2.235  -0.060
H -4.437 -4.907 3.822  0.570
H -6.623 -5.064 1.994  0.419
H -6.144 -6.219 3.216  0.351
H -5.532 -6.357 1.607  0.265
Cl -2.468 -8.147 -5.149  -0.228
C -0.722 -7.993 -5.501  -0.186
C 0.023 -9.275 -5.253  -0.011
Cl 0.095 -9.680 -3.513  -0.186
H -0.328 -7.180 -4.895  0.260
H -0.632 -7.715 -6.550  0.129
H 1.049 -9.174 -5.600  -0.148
H -0.434 -10.113 -5.773  0.390
Cl -1.304 8.439 3.025  -0.192
C -0.281 7.206 3.767  -0.039
C 0.065 6.105 2.805  -0.457
Cl -1.362 5.104 2.383  -0.207
H -0.795 6.828 4.646  0.393
H 0.622 7.700 4.087  -0.073
H 0.800 5.437 3.252  0.291
H 0.480 6.498 1.880  0.344
Cl 1.417 10.896 5.767  -0.147
C 1.570 10.212 7.408  0.216
C 2.767 9.307 7.548  -0.567
Cl 2.581 7.792 6.618  -0.175
H 0.642 9.686 7.643  -0.364
H 1.668 11.053 8.094  0.336
H 2.885 9.024 8.593  0.357
H 3.683 9.790 7.217  0.362
Cl 3.277 8.800 3.529  -0.132
C 3.562 9.416 1.881  -0.165
C 2.554 10.438 1.400  -0.713
Cl 0.888 9.843 1.010  -0.129
H 3.617 8.565 1.208  0.345
H 4.547 9.885 1.921  0.020
H 2.915 10.861 0.464  0.368
H 2.446 11.235 2.131  0.348
Cl 1.177 -7.886 -8.260  -0.249
C 2.924 -7.734 -8.625  -0.231
C 3.658 -9.023 -8.380  -0.373
Cl 3.744 -9.426 -6.643  -0.206
H 3.324 -6.921 -8.026  0.297
H 3.004 -7.459 -9.669  0.147
H 4.681 -8.931 -8.735  0.187
H 3.186 -9.855 -8.896  0.391
Cl 6.702 -7.245 -8.166  -0.185
C 7.258 -6.436 -9.649  -0.524
C 6.379 -5.275 -10.028  -0.404
Cl 4.755 -5.785 -10.579  -0.198
H 7.305 -7.178 -10.442  0.396
H 8.268 -6.079 -9.450  0.314
H 6.829 -4.730 -10.855  0.366
H 6.247 -4.590 -9.194  0.248
Cl -2.678 10.927 -2.456  -0.200
C -2.415 10.422 -0.766  -0.136
C -3.019 9.075 -0.471  -0.040
Cl -4.803 9.112 -0.493  -0.207
H -2.823 11.194 -0.118  0.359
H -1.336 10.380 -0.614  -0.006
H -2.721 8.751 0.526  -0.074
H -2.690 8.327 -1.188  0.340
Cl -4.889 -2.909 -3.576  -0.089
C -5.764 -1.497 -4.244  -0.358
C -6.963 -1.909 -5.054  -0.524
Cl -6.501 -2.726 -6.567  -0.182
H -5.062 -0.918 -4.839  0.291
H -6.080 -0.891 -3.399  0.143
H -7.535 -1.025 -5.330  0.372
H -7.612 -2.578 -4.494  0.348
Cl 5.431 6.305 0.333  -0.153
C 6.749 7.181 -0.488  -0.486
C 7.535 8.045 0.463  -0.430
Cl 6.577 9.428 1.058  -0.195
H 6.315 7.768 -1.292  0.311
H 7.405 6.430 -0.925  0.328
H 8.405 8.456 -0.046  0.316
H 7.879 7.480 1.326  0.322
Cl 8.307 -4.719 -6.531  -0.171
C 8.859 -5.855 -5.276  -0.459
C 10.244 -6.378 -5.556  -0.438
Cl 10.283 -7.453 -6.976  -0.164
H 8.132 -6.661 -5.210  0.284
H 8.856 -5.312 -4.332  0.344
H 10.593 -6.963 -4.706  0.299
H 10.947 -5.568 -5.729  0.310
Cl -0.951 9.105 8.956  -0.180
C -1.798 9.934 10.290  -0.433
C -1.057 11.164 10.744  -0.514
Cl 0.480 10.760 11.552  -0.176
H -1.928 9.222 11.101  0.337
H -2.782 10.215 9.919  0.295
H -1.661 11.712 11.464  0.350
H -0.833 11.824 9.910  0.326